No. 1
DFT (wB97M-V/def2-TZVPD) results for the ion C5H12N3 with charge +1 at a distorted geometry.

Values from the calculation:
multiplicity: 1
energy relative to the best compared isomer or geometry (same formula, charge and spin): 231.47 kJ/mol
energy: -9841.8129 eV
charge: +1
E_LUMO: -2.78 eV

Structure (XYZ):
```
20
Properties=species:S:1:pos:R:3:forces:R:3:mulliken_charge:R:1
C 1.700894 1.681850 1.591068 0.287 -4.689 1.055 -1.211
C 0.797574 0.750994 0.757331 -1.026 -0.342 1.225 0.611
C 0.416541 -0.553795 0.935087 2.812 1.164 1.312 -0.696
N -0.531945 -0.988129 -0.066023 1.084 -0.997 1.974 0.013
C -0.031823 -2.208043 -0.815432 -0.656 -0.786 -0.574 -0.837
C -0.800037 0.400522 -0.867856 -1.566 -1.973 -2.846 -0.030
N -2.169684 0.722647 -0.978457 3.173 -1.207 -1.447 -0.512
N 0.037521 1.297012 -0.232521 0.311 3.033 -0.163 -0.200
H 2.706487 1.198580 1.494817 -0.569 0.764 0.430 0.327
H 1.395161 1.684540 2.671618 0.249 -0.191 -1.088 0.307
H 1.733487 2.643154 1.260976 -0.025 2.611 -1.229 0.387
H 1.012068 -1.264213 1.537047 -0.974 0.332 -0.369 0.362
H -1.362122 -1.351777 0.436982 0.001 0.887 -0.502 0.378
H -1.003009 -2.474816 -1.304554 1.513 -0.282 -0.770 0.360
H 0.860930 -1.903731 -1.373337 -0.771 0.070 -0.626 0.357
H 0.356539 -3.171491 -0.298541 -1.076 2.089 0.369 0.317
H -0.441368 0.175845 -1.893570 -0.091 -0.323 0.411 0.349
H -2.742780 0.053040 -1.410425 -0.818 -0.623 -0.694 0.216
H -2.550276 1.273687 -0.317904 -1.614 2.026 2.794 0.206
H 0.227249 2.227861 -0.676601 -0.245 -1.561 0.738 0.296
```
Forces are in eV/Å.


No. 2
DFT (wB97M-V/def2-TZVPD) results for the molecule C3H8O2 at a distorted geometry.

Values from the calculation:
multiplicity: 1
energy relative to the best compared isomer or geometry (same formula, charge and spin): 155.29 kJ/mol
energy: -7334.4411 eV
charge: 0
E_LUMO: 0.90 eV

Structure (XYZ):
```
13
Properties=species:S:1:pos:R:3:forces:R:3:mulliken_charge:R:1
O -1.782072 -0.631496 -1.517497 0.557 -0.273 -0.644 -0.534
C -1.075467 -0.763868 -0.301490 -1.263 0.080 1.889 -0.583
C 0.001317 0.308314 -0.130769 -1.929 0.952 0.415 -0.451
C 0.998522 0.231796 1.011399 2.782 -0.896 -0.910 -0.106
O 2.142165 1.025139 0.581508 -0.014 -0.224 -0.260 -0.513
H -2.360297 0.130309 -1.439767 -0.020 0.055 -0.015 0.319
H -1.886776 -0.730409 0.470637 0.978 0.047 0.074 0.278
H -0.623533 -1.757253 -0.200931 -0.127 0.069 -0.532 0.330
H 0.480120 0.229928 -1.109927 0.710 0.259 0.223 0.256
H -0.477373 1.306372 -0.088591 0.093 -0.365 -0.263 0.258
H 1.002328 0.634037 2.042558 -1.751 -0.442 -0.513 0.263
H 1.331780 -0.840729 1.044879 -0.224 0.640 0.415 0.187
H 2.249286 0.857861 -0.362007 0.209 0.100 0.123 0.297
```
Forces are in eV/Å.


No. 3
DFT (wB97M-V/def2-TZVPD) results for the molecule C3H6N2O at a distorted geometry.

Values from the calculation:
multiplicity: 3
energy relative to the best compared isomer or geometry (same formula, charge and spin): 243.98 kJ/mol
energy: -8228.6429 eV
charge: 0
E_LUMO (spin up / spin down): 1.10 / -2.63 eV

Structure (XYZ):
```
12
Properties=species:S:1:pos:R:3:forces:R:3:mulliken_charge:R:1
C -0.991893 -0.282128 0.013580 3.766 3.333 1.270 0.340
C 1.304476 -1.146134 -0.200439 2.358 -0.672 -3.142 -0.082
C -1.412344 1.129135 0.046832 0.918 0.432 0.420 -0.645
N 1.427010 0.226640 0.069594 -0.201 3.074 1.692 -0.514
N 0.336143 -0.582927 0.632389 -0.600 0.284 1.253 -0.190
O -1.616817 -1.239320 -0.399973 -2.706 -4.083 -1.709 -0.368
H 1.074851 -1.242004 -1.296206 -0.102 -0.371 1.132 0.205
H 2.176186 -1.729294 0.077050 -0.717 -0.810 0.788 0.308
H -0.351634 1.613995 0.262748 -2.619 -0.307 -0.211 0.226
H -2.193960 1.166245 0.900035 0.952 1.021 -1.433 0.219
H -1.760395 1.443744 -0.995968 0.041 -0.096 1.626 0.254
H 2.008381 0.642053 0.890361 -1.091 -1.806 -1.688 0.248
```
Forces are in eV/Å.